Molecular formula: C58H74F5N7
Method: DFT, ωB97M-V with the def2-TZVPD basis set

```
144
Properties=species:S:1:pos:R:3:forces:R:3
C -16.1095 13.1200 16.6188 -0.480 0.046 -0.452
C -15.2018 14.2725 16.2136 1.387 -0.032 1.424
C -15.1428 15.2546 17.3624 -1.128 2.058 0.089
C -14.4538 16.5517 17.0629 2.815 4.397 -1.231
N -13.9102 17.6002 16.7929 -2.921 -5.520 1.382
H -16.0330 12.3199 15.8825 -0.280 -0.028 0.120
H -17.1338 13.4838 16.6995 -0.225 -0.017 -0.558
H -15.9884 12.6947 17.6151 0.857 0.093 0.004
H -15.4538 14.7684 15.2763 -0.016 -0.293 0.024
H -14.1422 14.0294 16.2918 0.099 -0.976 -1.400
H -14.7352 14.7761 18.2528 0.049 0.250 0.004
H -16.1661 15.5760 17.5569 -0.194 0.041 0.558
C -7.1050 20.3959 17.1483 -0.647 0.374 1.376
C -7.5019 20.7795 15.7512 0.772 -1.102 -1.239
C -6.2809 21.1369 14.8066 0.781 -0.674 1.069
C -5.0456 20.3373 15.1175 2.960 -2.452 0.395
N -4.0633 19.6790 15.2493 -3.836 2.628 -0.407
H -7.9206 19.8186 17.5836 0.072 -0.554 -0.177
H -7.0862 21.1928 17.8918 0.644 0.484 -0.309
H -6.1811 19.8184 17.1799 -0.145 0.035 0.076
H -8.3644 21.4431 15.6890 0.391 0.531 -0.005
H -7.9093 19.8420 15.3728 -0.001 -0.034 -0.538
H -5.9061 22.1535 14.9261 -0.435 0.304 -0.186
H -6.4017 20.8801 13.7542 -0.646 0.435 -0.070
C -11.9283 21.0313 13.3563 -1.187 0.417 -0.443
C -11.6096 20.8133 14.8326 0.669 -0.438 -0.665
C -12.7827 20.6939 15.7930 -0.746 1.246 0.529
C -13.2193 21.9981 16.3764 1.309 -4.049 -2.127
N -13.6299 22.9615 16.7724 -1.265 3.556 1.517
H -12.6218 21.8637 13.2364 -0.382 0.031 0.072
H -12.3867 20.1604 12.8879 -0.184 -0.118 0.188
H -11.1418 21.3139 12.6565 0.712 -0.196 0.575
H -10.9565 21.6353 15.1257 0.297 -0.323 0.420
H -11.1424 19.8312 14.9061 0.709 0.239 0.090
H -12.5675 20.0754 16.6643 0.132 -0.254 -0.223
H -13.6569 20.2801 15.2904 -0.008 -0.159 0.113
C -10.4448 19.2635 9.4448 0.257 1.740 0.637
C -10.5323 20.1862 8.1891 0.340 -0.475 1.066
C -11.8085 21.0234 8.1562 -0.854 -0.105 -0.995
C -11.9001 22.1375 7.1411 0.666 -4.494 3.590
N -11.9845 23.0040 6.4419 -0.267 3.389 -2.725
H -10.5676 19.8945 10.3250 -0.703 0.202 0.278
H -9.4214 18.9684 9.6765 -0.027 -0.781 -0.792
H -11.1782 18.4596 9.5075 0.250 -0.055 -0.282
H -10.4990 19.4702 7.3679 0.207 0.711 -0.537
H -9.6982 20.8877 8.2112 0.350 -0.410 -0.315
H -12.1020 21.4707 9.1059 0.306 -0.093 0.204
H -12.5728 20.2829 7.9204 -0.541 0.372 -0.049
C -16.3238 20.1190 12.2787 -0.904 1.103 -0.856
C -15.8822 19.5408 13.5948 -0.512 0.362 -0.214
C -16.3360 18.1157 13.9313 0.932 0.087 -0.124
C -17.7561 17.8383 13.7048 -4.585 -0.717 -0.691
N -18.9104 17.6324 13.4766 4.936 0.877 1.015
H -16.1455 19.5689 11.3547 0.530 -0.142 0.179
H -15.9732 21.1489 12.2116 0.921 -0.140 -0.287
H -17.3737 20.4019 12.2020 -0.551 -0.774 0.537
H -16.2661 20.2475 14.3304 0.103 -0.182 0.360
H -14.7940 19.5924 13.6299 0.075 -0.270 0.164
H -15.9702 17.9203 14.9393 -0.682 -0.140 0.337
H -15.7394 17.4125 13.3501 -0.209 -0.128 -0.417
C -13.9920 26.2247 15.1320 2.078 0.318 0.467
C -12.6002 26.9528 15.3636 -1.330 0.091 -0.009
C -12.1558 27.0898 16.8375 -0.888 -0.667 -0.850
C -13.2151 27.6450 17.6980 -0.897 1.535 1.291
N -14.0090 28.1470 18.3926 1.566 -1.192 -1.536
H -13.9198 25.9130 14.0900 -0.706 -0.042 0.061
H -14.8460 26.8588 15.3702 0.130 0.024 -0.264
H -14.0145 25.3509 15.7832 -0.185 -0.152 -0.146
H -12.6477 27.9287 14.8806 0.008 0.185 0.119
H -11.8034 26.4235 14.8412 0.001 -0.292 -0.049
H -11.2231 27.6537 16.8216 -0.146 0.132 0.670
H -12.0003 26.0665 17.1794 0.340 0.014 0.274
C -16.9510 19.3260 18.0166 0.140 0.545 -0.489
C -16.6153 20.0674 19.3127 -1.001 -1.181 0.757
C -16.3614 21.5481 19.1648 0.887 0.123 -0.327
C -16.6763 22.2787 20.4009 -0.430 0.411 -0.451
N -17.0097 22.8819 21.3216 0.263 -0.294 -0.119
H -16.8770 18.2385 18.0242 0.177 0.058 0.447
H -16.3075 19.6785 17.2105 0.187 -0.069 -0.171
H -17.9720 19.5473 17.7057 -0.084 0.118 0.021
H -15.8397 19.5731 19.8975 0.294 0.089 -0.221
H -17.4958 19.9974 19.9514 -0.114 -0.223 0.104
H -16.8972 21.9132 18.2886 -0.422 0.395 0.322
H -15.3181 21.7394 18.9138 0.179 0.037 0.062
F -17.2577 24.1949 11.2185 -0.250 -0.497 1.341
C -17.5158 23.6471 12.4539 0.880 -0.039 1.810
C -16.5006 23.5721 13.4399 -0.069 0.240 -0.033
C -16.6958 22.9718 14.7012 -2.826 0.004 0.111
C -17.9957 22.4587 15.0318 -0.108 1.132 -3.025
C -19.0370 22.6387 14.0377 1.669 -1.245 1.427
C -18.7902 23.2267 12.8095 0.647 0.464 -1.255
H -15.5699 24.0988 13.2888 0.233 -0.197 -0.290
H -16.0148 23.0261 15.5377 0.692 0.001 -0.432
H -18.2383 21.9456 15.9506 0.170 0.096 0.097
H -19.9626 22.1063 14.1994 -0.351 0.456 0.106
H -19.5047 23.4055 12.0196 -0.629 -0.392 0.239
F -8.9182 17.1913 11.7573 0.086 0.672 -0.635
C -9.5743 17.3477 12.9145 -0.315 -0.603 0.235
C -10.9821 17.3834 12.8871 1.632 0.101 -1.051
C -11.6575 17.1457 14.0397 0.471 -0.011 1.066
C -10.9124 17.0079 15.2478 -2.248 0.228 0.162
C -9.5637 17.0070 15.2568 1.808 -0.159 -0.908
C -8.8572 17.1833 14.0649 -0.147 -0.355 0.189
H -11.4162 17.5378 11.9104 -0.381 -0.274 0.007
H -12.7167 16.9523 13.9567 -0.200 0.400 0.547
H -11.4450 16.9735 16.1867 -0.207 -0.493 0.002
H -8.8986 16.6690 16.0377 -0.599 0.408 0.862
H -7.7942 16.9940 14.0895 0.103 0.194 -0.424
F -10.4877 21.9038 19.9722 -0.869 -1.350 0.813
C -11.2076 20.7592 20.3453 1.751 -0.054 -4.829
C -11.3305 19.7528 19.3664 0.800 -0.373 0.352
C -11.9812 18.5692 19.6795 -0.196 -0.048 0.798
C -12.6189 18.4495 20.9192 -0.578 1.152 1.296
C -12.5872 19.5201 21.8225 0.385 -0.484 -1.358
C -11.7946 20.6172 21.5015 -1.570 1.398 3.651
H -10.7401 19.7700 18.4622 -0.088 0.399 -0.215
H -11.9768 17.7167 19.0165 -0.004 0.154 -0.281
H -13.2124 17.6381 21.3141 0.095 -0.604 -0.800
H -13.2174 19.5520 22.6990 0.275 -0.230 0.199
H -11.7312 21.4528 22.1829 -0.032 0.072 0.267
F -13.5077 23.4402 11.2045 0.455 1.206 -0.522
C -13.0435 24.7004 10.9229 0.506 0.441 -0.720
C -11.8879 24.8966 10.1474 -0.327 -2.546 0.607
C -11.3338 26.1185 9.9629 0.235 1.799 0.423
C -11.9732 27.2385 10.4748 -1.219 0.441 1.099
C -13.1380 27.0693 11.2537 -0.443 -0.239 -1.106
C -13.7163 25.8215 11.3808 0.230 -1.740 0.655
H -11.3898 24.0436 9.7109 -0.012 -0.286 0.050
H -10.3546 26.2512 9.5272 -0.142 -0.202 -0.603
H -11.6811 28.2598 10.2799 0.500 -0.070 -0.005
H -13.7715 27.8508 11.6465 0.516 0.602 -0.082
H -14.6356 25.5893 11.8980 -0.208 0.576 0.139
F -9.2828 23.2459 13.2643 0.938 1.725 0.366
C -8.7433 24.4696 13.2909 -0.833 -0.901 -1.278
C -8.2458 25.0168 12.0843 0.033 0.426 -0.233
C -7.7420 26.2908 12.1054 0.220 -1.511 -0.482
C -7.6734 27.0273 13.3030 -0.685 1.337 0.319
C -8.2545 26.5533 14.4839 -0.593 -2.774 0.218
C -8.7360 25.2388 14.4711 1.133 0.518 0.906
H -8.2608 24.5021 11.1350 -0.186 -0.402 0.183
H -7.3086 26.6020 11.1664 -0.013 0.664 0.155
H -7.2626 28.0261 13.2940 0.314 0.015 -0.031
H -8.2493 26.9598 15.4845 0.331 0.836 -0.330
H -8.8105 24.7000 15.4042 -0.794 0.071 0.189
```
Forces are in eV/Å.

Summary:
⟨S²⟩: 0.7669
DFT total energy: -85349.2710 eV
lowest unoccupied orbital energy (alpha / beta): -4.631 / -8.951 eV
net charge: +1
spin multiplicity: 2
highest occupied orbital energy (alpha / beta): -10.92 / -10.92 eV